Entry 1:
62
Properties=species:S:1:pos:R:3:forces:R:3 method="wB97M-V/def2-TZVPD" e_above_lowest_kj_mol=0.00 e_homo_ev=-9.559 charge=+1 e_tot_ev=-318426.712
Mg -0.4379 -0.0002 1.3084 -0.753 -0.179 0.069
C -0.0618 -2.8758 0.2437 0.011 -0.011 -0.012
C -1.1890 -3.2676 1.1923 0.014 -0.023 0.010
C -1.0062 -2.7916 2.6108 0.005 -0.002 -0.002
C -1.3933 -3.6040 3.6692 0.027 -0.009 0.001
C -1.2115 -3.1710 4.9674 -0.006 -0.013 0.002
C -0.6230 -1.9338 5.1842 0.001 0.014 0.007
C -0.2768 -1.1808 4.0861 0.025 -0.029 -0.021
N -0.4725 -1.5804 2.8200 0.180 0.006 0.041
N -0.1435 -1.4883 -0.2561 0.039 0.028 -0.027
C 1.1465 -1.0902 -0.8555 -0.022 0.030 0.011
C 2.1463 -0.5868 0.1547 0.006 -0.017 0.026
C 3.5064 -0.7675 -0.0275 0.004 -0.011 0.010
C 4.3884 -0.1620 0.8508 0.002 0.001 0.000
C 3.8875 0.6044 1.8916 0.010 -0.009 0.001
C 2.5185 0.7148 2.0217 -0.009 -0.013 -0.013
N 1.6625 0.1299 1.1777 0.020 0.022 -0.043
C -1.2103 -1.3328 -1.2573 0.024 0.005 -0.007
C -1.5813 0.1182 -1.4377 0.032 0.006 -0.001
C -2.1956 0.5545 -2.5989 0.057 0.052 -0.019
C -2.5534 1.8885 -2.7084 0.041 0.005 -0.005
C -2.2644 2.7490 -1.6611 -0.038 -0.006 0.012
C -1.6516 2.2314 -0.5356 -0.010 -0.007 -0.034
N -1.3197 0.9415 -0.4174 0.062 0.098 -0.022
H -0.0386 -3.5618 -0.6115 -0.010 -0.009 0.004
H 0.8927 -2.9779 0.7649 0.009 0.008 -0.011
H -1.2408 -4.3565 1.2118 -0.035 0.001 -0.007
H -2.1640 -2.9301 0.8267 0.018 0.042 -0.003
H -1.8380 -4.5678 3.4629 0.005 -0.003 0.002
H -1.5177 -3.7901 5.7999 0.003 -0.002 0.000
H -0.4464 -1.5546 6.1800 -0.003 0.000 0.001
H 0.1721 -0.2031 4.2196 0.001 0.005 -0.002
H 0.9681 -0.2513 -1.5361 0.000 -0.004 -0.004
H 1.5704 -1.9141 -1.4396 0.007 0.002 -0.002
H 3.8638 -1.3645 -0.8556 0.000 0.001 -0.002
H 5.4559 -0.2831 0.7239 0.000 -0.002 0.000
H 4.5405 1.1021 2.5934 0.001 0.000 0.000
H 2.0824 1.2941 2.8268 -0.002 0.007 -0.003
H -2.0969 -1.8814 -0.9343 -0.019 0.048 0.057
H -0.8990 -1.7552 -2.2200 -0.031 -0.040 0.007
H -2.4067 -0.1488 -3.3935 -0.001 0.001 0.000
H -3.0629 2.2490 -3.5926 0.000 -0.004 0.007
H -2.5338 3.7942 -1.6935 -0.006 0.007 0.002
H -1.4161 2.8751 0.3026 0.010 0.005 0.007
C 3.4885 2.2205 -5.0044 0.001 -0.018 0.010
N 3.2423 2.2325 -3.5744 -0.010 0.095 -0.018
C 2.0303 2.3083 -3.0034 0.026 0.012 -0.005
N 0.9641 2.2206 -3.8267 -0.011 -0.005 0.005
S 1.8504 2.4662 -1.3393 0.018 -0.037 0.002
H 4.5506 2.0685 -5.1725 0.003 0.010 0.001
H 3.1988 3.1614 -5.4796 -0.010 0.000 0.000
H 2.9570 1.3955 -5.4810 0.007 -0.007 0.001
H 4.0076 2.4145 -2.9474 0.004 -0.043 0.001
H 1.0527 2.3552 -4.8200 0.002 -0.014 0.001
H 0.0622 2.3776 -3.4098 -0.011 0.003 0.005
O -1.6397 2.3468 3.4619 -0.115 -0.064 -0.107
C -1.2429 1.5682 2.7490 0.323 0.241 0.188
Se -5.3821 0.2234 -1.1450 0.002 -0.029 0.007
Sb -5.2405 1.8788 0.5013 -0.107 0.130 0.019
Se -4.8810 1.1220 2.8545 0.222 0.041 -0.229
Se -5.3218 4.2054 0.2750 -0.011 -0.046 -0.039
Se -3.2455 -0.4389 2.3028 -0.001 -0.272 0.120

---

Entry 2:
27
Properties=species:S:1:pos:R:3:forces:R:3 method="wB97M-V/def2-TZVPD" e_above_lowest_kj_mol=0.00 smiles=CC(C)[Si](P)(P)C(C)C e_homo_ev=-8.599 charge=0 e_tot_ev=-32967.219
C 2.1983 -0.4217 -1.7727 0.431 -1.032 2.043
C 0.9537 0.3409 -1.3825 1.142 1.621 -1.391
C 1.4117 1.8100 -1.0154 -0.161 -1.448 0.430
Si 0.2382 -0.4275 0.0973 -2.085 -1.601 1.039
P -0.7493 -2.5739 -0.6235 0.069 0.816 1.009
P 1.8993 -0.7411 1.6274 0.363 0.665 -0.371
C -1.1152 0.6949 0.8979 0.555 0.560 -1.704
C -1.8475 -0.0197 2.0009 -0.710 2.874 0.859
C -2.3027 1.0565 -0.0697 2.460 0.820 -0.979
H 2.9963 -0.2377 -0.9883 -0.583 -0.242 -1.318
H 1.9966 -1.4815 -1.7728 -0.030 -0.715 0.253
H 2.5126 -0.2786 -2.7576 0.876 0.953 -1.491
H 0.3340 0.4056 -2.2924 -0.364 -0.240 0.649
H 2.4219 1.6664 -0.5886 -0.063 0.711 -0.862
H 0.8782 2.0470 -0.0907 -0.368 1.192 -0.684
H 1.3040 2.4694 -1.9137 0.310 -0.185 1.321
H -0.9599 -3.2885 0.6153 0.840 0.260 -0.248
H -2.0315 -2.0916 -0.2958 -0.364 0.350 -0.579
H 1.4060 -1.8132 2.3547 -0.547 -0.378 0.228
H 2.6219 -1.5856 0.7655 0.141 -0.088 -0.036
H -0.5600 1.6590 1.1526 -0.975 -1.186 0.255
H -1.4375 0.3052 2.9639 -0.898 0.404 0.206
H -2.9532 0.1710 1.7679 1.451 -0.638 1.551
H -1.6233 -1.0097 2.0384 0.158 -3.245 -0.336
H -2.7342 0.0896 -0.3652 -0.133 0.556 -0.360
H -1.8706 1.6798 -0.9739 -1.471 -1.109 1.615
H -2.9878 1.5752 0.6210 -0.046 0.325 -1.100